1.
C51H45N5OP2S2W | the ωB97M-V functional and the def2-TZVPD basis

Structure (ORCA input):
```
! wB97M-V def2-TZVPD RIJCOSX def2/J DEFGRID3
* xyz 4 3
W -0.47 0.45 -0.21
N -0.15 4.73 -1.27
C 1.24 5.05 -1.24
C 1.66 6.32 -0.91
C 3.03 6.58 -0.85
C 3.95 5.57 -1.10
C 3.51 4.28 -1.40
C 2.15 4.04 -1.48
S 1.50 2.52 -2.05
N 0.01 2.40 -1.16
C -0.67 3.53 -1.05
C -2.07 3.48 -0.56
C -2.96 4.50 -0.81
C -4.22 4.44 -0.23
C -4.51 3.35 0.57
C -3.57 2.35 0.72
N -2.36 2.39 0.15
H -0.77 5.52 -1.14
H 0.95 7.11 -0.71
H 3.37 7.58 -0.62
H 5.01 5.78 -1.07
H 4.22 3.50 -1.63
H -2.71 5.34 -1.45
H -4.95 5.22 -0.40
H -5.47 3.26 1.08
H -3.79 1.50 1.34
O -1.39 -3.22 -1.37
C -2.73 -3.45 -1.09
C -3.48 -4.38 -1.77
C -4.81 -4.55 -1.42
C -5.38 -3.78 -0.41
C -4.63 -2.81 0.23
C -3.28 -2.66 -0.10
P -2.42 -1.13 0.31
C -2.71 -0.53 1.96
C -3.57 -1.03 2.94
C -3.52 -0.52 4.23
C -2.59 0.46 4.57
C -1.68 0.95 3.63
C -1.78 0.43 2.36
C -3.06 -0.17 -1.08
C -4.34 0.37 -1.24
C -4.65 1.00 -2.43
C -3.71 1.12 -3.46
C -2.46 0.54 -3.33
C -2.14 -0.13 -2.14
C -0.54 -4.08 -0.68
C -0.71 -5.45 -0.76
C 0.15 -6.29 -0.07
C 1.17 -5.76 0.71
C 1.33 -4.39 0.79
C 0.48 -3.51 0.09
P 0.92 -1.75 0.10
C 1.77 -1.56 -1.48
C 2.70 -2.47 -2.00
C 3.17 -2.30 -3.29
C 2.70 -1.26 -4.09
C 1.76 -0.36 -3.61
C 1.32 -0.55 -2.31
C 2.04 -1.70 1.51
C 3.41 -1.92 1.36
C 4.21 -2.06 2.48
C 3.65 -1.98 3.75
C 2.29 -1.76 3.90
C 1.48 -1.62 2.78
H -3.05 -4.95 -2.59
H -5.42 -5.28 -1.94
H -6.42 -3.92 -0.14
H -5.12 -2.16 0.95
H -4.27 -1.82 2.72
H -4.20 -0.90 4.98
H -2.56 0.84 5.59
H -0.94 1.69 3.89
H -1.05 0.85 1.64
H -5.08 0.29 -0.45
H -5.65 1.40 -2.57
H -3.98 1.61 -4.38
H -1.76 0.55 -4.16
H -1.31 -0.85 -2.15
H -1.49 -5.88 -1.36
H 0.02 -7.36 -0.14
H 1.84 -6.41 1.26
H 2.12 -4.01 1.41
H 3.04 -3.31 -1.41
H 3.89 -3.00 -3.69
H 3.06 -1.16 -5.11
H 1.38 0.44 -4.23
H 0.56 0.18 -1.97
H 3.84 -2.02 0.38
H 5.27 -2.27 2.37
H 4.28 -2.11 4.63
H 1.85 -1.72 4.89
H 0.41 -1.48 2.91
C 5.04 1.69 2.58
N 3.62 1.40 2.31
C 3.02 1.19 1.16
S 1.27 1.42 1.30
N 3.62 0.93 0.02
C 5.02 0.54 -0.23
H 5.08 2.37 3.43
H 5.50 2.19 1.74
H 5.59 0.78 2.83
H 3.01 1.42 3.12
H 3.03 1.05 -0.79
H 5.43 0.02 0.63
H 5.64 1.40 -0.47
H 5.01 -0.15 -1.07
*
```

As for the orbital gap (spin up / spin down): 5.5749 / 5.5557 eV. The value obtained for the HOMO energy (spin up / spin down) is -17.7 / -17.7 eV.

2.
C5H6N2S | the ωB97M-V functional and the def2-TZVPD basis

Structure (ORCA input):
```
! wB97M-V def2-TZVPD RIJCOSX def2/J DEFGRID3
* xyz 0 1
C -1.85 -0.29 -0.15
C 0.02 1.09 -0.07
C 0.44 -0.29 0.39
C 1.77 -0.61 -0.07
C 3.10 -0.60 -0.22
H -1.99 2.00 0.17
H 0.51 2.11 0.38
H 0.18 1.03 -1.23
H 0.40 -0.31 1.44
H -1.06 -2.26 -0.06
H 4.14 -1.03 -0.41
N -1.42 0.90 -0.08
N -0.77 -1.16 -0.02
S -3.49 -0.58 -0.08
*
```

Its structure (SMILES) is C#C[C@H]1CNC(=S)N1. As for the orbital gap: 8.1967 eV. The value obtained for the HOMO energy is -8.0 eV.

3.
C43H35BFN5O14 | the ωB97M-V functional and the def2-TZVPD basis

Structure (ORCA input):
```
! wB97M-V def2-TZVPD RIJCOSX def2/J DEFGRID3
* xyz 0 1
C 2.33 2.09 4.54
B 1.12 2.84 3.67
O 1.37 4.10 2.93
C -0.37 2.09 3.74
C -1.69 2.76 4.51
C -3.16 1.96 4.59
C -4.42 2.71 5.34
C -5.48 3.16 4.14
O -4.94 3.28 2.90
F -6.93 3.37 4.40
C -3.35 0.47 3.93
C -2.03 -0.20 3.15
C -0.60 0.60 3.07
C -2.23 -1.69 2.44
O -1.55 -1.99 1.33
C -3.33 -2.70 3.18
C -4.49 -2.11 3.92
C -4.70 -0.45 3.97
O -5.96 -0.02 3.99
H 1.85 1.31 5.29
H 2.95 2.85 5.20
H 3.03 1.44 3.82
H 1.74 3.93 2.02
H -1.52 3.82 5.01
H -4.90 2.00 6.14
H -3.97 3.70 5.85
H 0.31 0.10 2.53
H -3.22 -3.87 3.18
H -5.25 -2.84 4.46
C -4.22 -0.11 -2.10
C -3.86 0.97 -2.91
C -2.92 1.90 -2.45
C -2.34 1.73 -1.19
C -2.71 0.65 -0.37
C -3.65 -0.27 -0.84
N -1.34 2.69 -0.71
O -1.05 3.64 -1.46
O -0.83 2.49 0.40
H -4.95 -0.84 -2.46
H -4.31 1.09 -3.89
H -2.65 2.73 -3.09
H -2.28 0.51 0.61
H -3.94 -1.11 -0.21
C -0.67 6.35 -5.52
C -0.66 6.41 -6.92
C -0.55 5.23 -7.67
C -0.46 4.00 -7.01
C -0.46 3.94 -5.61
C -0.57 5.12 -4.87
N -0.37 2.76 -7.80
O -0.36 2.86 -9.03
O -0.33 1.69 -7.18
H -0.76 7.26 -4.94
H -0.74 7.37 -7.42
H -0.55 5.30 -8.76
H -0.39 2.99 -5.09
H -0.57 5.08 -3.78
C -1.73 -8.69 5.68
C -1.13 -7.79 4.80
C -1.35 -6.42 4.93
C -2.18 -5.96 5.97
C -2.79 -6.86 6.85
C -2.56 -8.23 6.70
N -2.39 -4.52 6.13
O -1.85 -3.75 5.32
O -3.10 -4.14 7.08
H -1.55 -9.76 5.57
H -0.48 -8.16 4.00
H -0.88 -5.74 4.23
H -3.43 -6.51 7.66
H -3.02 -8.93 7.39
C 1.49 -0.92 -7.44
C 2.20 -0.16 -8.37
C 3.36 -0.68 -8.96
C 3.80 -1.96 -8.60
C 3.09 -2.72 -7.66
C 1.94 -2.20 -7.08
N 5.00 -2.51 -9.23
O 5.61 -1.80 -10.05
O 5.34 -3.67 -8.92
H 0.59 -0.52 -6.99
H 1.85 0.83 -8.64
H 3.90 -0.07 -9.68
H 3.43 -3.72 -7.37
H 1.38 -2.78 -6.35
C 8.09 0.00 1.04
C 7.99 1.19 1.76
C 6.95 1.37 2.67
C 6.01 0.34 2.86
C 6.11 -0.85 2.13
C 7.15 -1.02 1.22
N 4.93 0.51 3.83
O 4.86 1.59 4.44
O 4.14 -0.43 3.99
H 8.91 -0.14 0.34
H 8.72 1.98 1.62
H 6.88 2.30 3.23
H 5.39 -1.66 2.26
H 7.24 -1.94 0.65
*
```

Its structure (SMILES) is CB(O)c1cc(CC(=O)F)c2c(c1)C(=O)C=CC2=O.O=[N+]([O-])c1ccccc1.O=[N+]([O-])c1ccccc1.O=[N+]([O-])c1ccccc1.O=[N+]([O-])c1ccccc1.O=[N+]([O-])c1ccccc1. As for the orbital gap: 7.2283 eV. The value obtained for the HOMO energy is -8.9 eV.

Taking the records one at a time from the top gives electronic energy values of -105151.155, -19092.278, -84640.448 eV.